Entry 1:
Molecular formula: C32H27F2N4O3Zr
Method: DFT, wB97M-V/def2-TZVPD

```
69
Properties=species:S:1:pos:R:3:nbo_charge:R:1
Zr -1.629 -0.311 -1.171 2.39
C 4.550 3.473 1.784 -0.26
O 3.532 2.534 2.110 -0.49
C 3.831 1.220 2.008 0.33
C 5.051 0.721 1.564 -0.31
C 5.238 -0.655 1.511 -0.15
C 4.216 -1.530 1.834 -0.02
C 3.009 -1.022 2.321 -0.16
C 2.825 0.338 2.415 -0.27
N 4.551 -2.929 1.737 -0.07
N 3.735 -3.776 1.355 -0.13
C 2.475 -3.374 0.772 0.16
C 1.312 -3.832 1.348 -0.21
C 0.022 -3.547 0.840 -0.24
C -0.002 -2.809 -0.303 0.24
O -1.076 -2.401 -1.094 -0.56
C 1.170 -2.443 -0.943 0.19
N 0.887 -1.841 -2.147 -0.29
C 1.880 -1.365 -2.899 -0.01
C 3.205 -1.575 -2.461 -0.20
C 3.510 -2.226 -1.298 -0.18
C 2.443 -2.680 -0.467 -0.10
H 4.119 4.454 1.954 0.21
H 4.845 3.380 0.736 0.18
H 5.422 3.341 2.426 0.19
H 5.859 1.380 1.287 0.23
H 6.193 -1.067 1.206 0.23
H 2.232 -1.687 2.673 0.22
H 1.912 0.751 2.825 0.23
H 1.400 -4.417 2.255 0.25
H -0.871 -3.896 1.337 0.25
H 1.612 -0.893 -3.830 0.24
H 3.999 -1.210 -3.098 0.25
H 4.539 -2.392 -1.018 0.25
F -5.093 -2.665 2.555 -0.31
C -4.938 -1.783 1.562 0.52
C -3.677 -1.581 1.028 -0.32
C -3.501 -0.666 0.000 -0.50
C -4.618 0.037 -0.496 -0.20
C -5.863 -0.207 0.079 0.46
F -6.958 0.447 -0.347 -0.32
C -6.049 -1.107 1.106 -0.37
C -4.395 0.977 -1.620 0.27
C -5.378 1.662 -2.328 -0.23
C -5.018 2.475 -3.386 -0.10
C -3.685 2.615 -3.749 -0.25
C -2.755 1.920 -3.019 0.09
N -3.095 1.128 -1.984 -0.62
H -2.854 -2.149 1.447 0.22
H -7.029 -1.270 1.532 0.26
H -6.413 1.551 -2.059 0.26
H -5.788 3.000 -3.938 0.24
H -3.376 3.238 -4.575 0.25
H -1.699 1.976 -3.256 0.22
C 0.487 3.125 0.672 -0.60
C -0.528 2.016 0.398 -0.23
C -1.017 1.418 1.716 -0.60
C 0.075 0.906 -0.492 -1.04
H 0.078 3.880 1.348 0.21
H 0.791 3.626 -0.249 0.21
H 1.385 2.707 1.132 0.22
H -1.388 2.477 -0.111 0.19
H -0.173 0.983 2.259 0.21
H -1.765 0.626 1.591 0.20
H -1.475 2.173 2.356 0.23
H 0.859 0.389 0.077 0.24
H 0.569 1.343 -1.372 0.23
O -1.227 -0.989 -2.995 -0.80
C -0.484 -1.995 -2.452 0.38
```

Output
Total energy in eV: -52431.56915
Net charge: +1
Relative energy (zero: lowest compared OMol25 entry of this formula, charge and spin) in eV: 3.8026
Frontier orbital gap (alpha / beta) in eV: 6.328 / 6.327

Entry 2:
Molecular formula: C3H6Br2NO
Method: DFT, wB97M-V/def2-TZVPD

```
13
Properties=species:S:1:pos:R:3:nbo_charge:R:1
C -0.686 -0.017 0.024 0.50
C 0.572 -0.920 -2.483 -0.62
C -0.237 0.912 0.989 -0.30
N -0.340 0.415 2.375 -0.68
O -0.977 -1.197 -0.062 -0.53
Br -0.031 0.845 -1.896 0.35
Br 0.832 2.473 0.914 0.16
H 0.912 -1.485 -1.574 0.26
H 1.442 -0.655 -3.113 0.25
H -0.312 -1.239 -3.081 0.26
H -1.005 0.919 2.892 0.43
H -0.690 -0.582 2.147 0.47
H 0.520 0.532 2.869 0.44
```

Output
Total energy in eV: -146820.99899
Net charge: +1
Relative energy (zero: lowest compared OMol25 entry of this formula, charge and spin) in eV: 1.7121
Frontier orbital gap in eV: 8.937

Entry 3:
Molecular formula: C31H32CuIN4O3S2
Method: DFT, wB97M-V/def2-TZVPD

```
74
Properties=species:S:1:pos:R:3:lowdin_spin:R:1
Cu 1.027 -1.729 0.296 0.34
C 2.541 -5.834 -0.325 0.01
C 2.085 -4.495 0.208 0.07
S 0.891 -3.739 -0.676 0.14
C 2.513 -3.991 1.467 0.02
C 3.761 -4.646 2.014 0.00
S 1.808 -2.656 2.215 0.20
H 2.512 -5.682 -1.466 0.00
H 1.957 -6.707 -0.058 0.00
H 3.596 -6.078 -0.012 0.00
H 3.689 -5.761 2.080 0.00
H 3.866 -4.326 3.027 0.00
H 4.629 -4.435 1.415 0.00
C -4.235 3.930 0.193 0.00
O -3.025 3.423 0.912 0.00
C -1.868 4.110 0.662 0.00
C -1.648 5.440 1.046 0.00
C -0.605 6.158 0.482 0.00
C 0.367 5.545 -0.274 0.00
C 0.308 4.123 -0.449 0.00
C -0.785 3.373 0.082 0.00
N -0.837 2.028 -0.084 0.00
C 0.096 1.079 0.094 0.00
N 1.243 1.517 0.662 0.00
C 2.451 0.818 0.758 0.02
C 2.645 -0.463 0.280 0.15
C 3.914 -0.936 0.001 0.02
C 5.031 -0.191 0.305 0.01
C 4.881 1.061 0.827 0.00
C 3.596 1.593 1.030 0.00
O 3.397 2.976 1.260 0.00
C 4.208 3.408 2.375 0.00
N -0.097 -0.191 -0.221 0.02
C -1.277 -0.507 -1.152 0.00
C -1.223 0.369 -2.302 0.00
C -2.335 0.501 -3.050 0.00
C -3.623 -0.066 -2.636 0.00
C -3.847 -0.505 -1.357 0.00
C -2.758 -0.663 -0.349 0.00
O -2.881 0.070 0.803 0.00
C -2.733 -0.672 2.086 0.00
H -4.925 3.088 -0.065 0.00
H -3.931 4.392 -0.719 0.00
H -4.782 4.627 0.871 0.00
H -2.319 6.026 1.616 0.00
H -0.500 7.201 0.728 0.00
H 1.051 6.077 -0.965 0.00
H 1.007 3.610 -1.123 0.00
H -1.763 1.664 0.107 0.00
H 1.252 2.492 0.974 0.00
H 3.943 -1.889 -0.494 0.00
H 6.035 -0.660 0.207 0.00
H 5.691 1.772 1.092 0.00
H 4.341 2.697 3.147 0.00
H 3.630 4.283 2.836 0.00
H 5.143 3.725 2.025 0.00
H -0.286 0.876 -2.536 0.00
H -2.341 0.999 -4.012 0.00
H -4.372 0.011 -3.405 0.00
H -4.841 -0.893 -1.102 0.00
H -3.155 -1.624 2.098 0.00
H -2.988 0.077 2.870 0.00
H -1.654 -0.798 2.129 0.00
I -4.987 -3.936 0.348 0.00
C -3.490 -3.128 -0.961 0.00
C -3.309 -3.820 -2.211 0.00
C -2.076 -3.621 -2.852 0.00
C -1.227 -2.664 -2.438 0.00
N -1.362 -2.000 -1.290 0.00
C -2.503 -2.284 -0.345 0.00
H -4.126 -4.470 -2.532 0.00
H -1.906 -4.079 -3.846 0.00
H -0.322 -2.416 -2.981 0.00
H -2.165 -2.587 0.663 0.00
```

Output
Spin multiplicity: 2
Total energy in eV: -119174.83606
⟨S²⟩: 0.764
Net charge: -1
Frontier orbital gap (alpha / beta) in eV: 4.474 / 4.818

Entry 4:
Molecular formula: C32H26O3PS2Zr
Method: DFT, wB97M-V/def2-TZVPD

```
65
Properties=species:S:1:pos:R:3:nbo_charge:R:1
Zr -0.402 -0.110 -0.081 1.90
C 1.792 3.694 0.927 -0.71
C 0.611 2.889 0.484 0.66
O 0.793 1.653 0.347 -0.71
C -0.659 3.502 0.218 -0.32
C -0.801 4.907 0.264 -0.12
C -1.999 5.513 0.006 -0.25
C -3.114 4.716 -0.303 -0.12
C -3.014 3.348 -0.345 -0.29
C -1.791 2.709 -0.086 0.49
O -1.762 1.391 -0.123 -0.80
H 2.642 3.035 1.075 0.25
H 1.564 4.213 1.859 0.26
H 2.040 4.450 0.180 0.25
H 0.060 5.516 0.507 0.22
H -2.089 6.589 0.043 0.23
H -4.068 5.187 -0.504 0.23
H -3.867 2.721 -0.568 0.24
S -1.834 -1.570 -1.416 -0.22
C -1.240 -2.950 -0.461 -0.09
C -1.205 -4.196 -1.107 -0.26
C -0.792 -5.329 -0.442 -0.20
C -0.368 -5.242 0.883 -0.20
C -0.380 -4.027 1.529 -0.19
C -0.838 -2.870 0.880 -0.24
S -0.934 -1.386 1.865 -0.13
H -1.528 -4.246 -2.139 0.23
H -0.805 -6.284 -0.950 0.23
H -0.042 -6.128 1.410 0.23
H -0.061 -3.948 2.560 0.23
O 1.494 -0.907 -0.628 -1.14
P 2.452 -0.588 -1.787 1.96
C 2.397 -1.932 -2.963 -0.38
C 1.678 -3.075 -2.630 -0.19
C 1.624 -4.130 -3.529 -0.19
C 2.283 -4.041 -4.745 -0.17
C 3.002 -2.898 -5.076 -0.20
C 3.061 -1.840 -4.187 -0.19
C 4.098 -0.306 -1.170 -0.49
C 5.096 0.179 -2.017 -0.12
C 6.381 0.350 -1.529 -0.22
C 6.666 0.038 -0.206 -0.17
C 5.673 -0.444 0.634 -0.20
C 4.383 -0.619 0.156 -0.16
C 1.829 0.898 -2.576 -0.37
C 0.555 0.773 -3.138 -0.25
C -0.165 1.911 -3.473 -0.19
C 0.408 3.165 -3.299 -0.17
C 1.694 3.286 -2.790 -0.21
C 2.401 2.154 -2.404 -0.19
H 1.173 -3.140 -1.676 0.24
H 1.067 -5.023 -3.276 0.23
H 2.236 -4.867 -5.443 0.23
H 3.510 -2.836 -6.029 0.23
H 3.609 -0.944 -4.454 0.22
H 4.874 0.428 -3.048 0.21
H 7.159 0.726 -2.180 0.23
H 7.672 0.170 0.171 0.23
H 5.903 -0.687 1.663 0.23
H 3.600 -0.996 0.801 0.24
H 0.121 -0.208 -3.308 0.26
H -1.161 1.819 -3.885 0.24
H -0.149 4.053 -3.570 0.23
H 2.141 4.265 -2.679 0.23
H 3.379 2.251 -1.951 0.23
```

Output
Total energy in eV: -71989.47934
Net charge: +1
Relative energy (zero: lowest compared OMol25 entry of this formula, charge and spin) in eV: 0.0000
Frontier orbital gap in eV: 7.318

Entry 5:
Molecular formula: C12H20OSi
Method: DFT, wB97M-V/def2-TZVPD

```
34
Properties=species:S:1:pos:R:3:nbo_charge:R:1
C -1.351 2.777 0.207 -0.38
C -1.052 1.687 -0.447 -0.17
C -1.338 0.385 0.243 -0.12
C -2.734 -0.131 0.279 -0.18
C -3.740 0.536 -0.285 -0.43
C -0.601 0.159 1.577 -0.41
C -0.216 -0.680 0.414 -0.51
C -0.814 -2.173 0.387 -0.17
C -1.160 -2.718 -0.756 -0.40
Si 1.529 -0.430 -0.393 1.93
C 2.561 -1.514 0.732 -1.13
C 1.632 -0.550 -2.300 -1.15
O 1.956 1.220 -0.333 -0.91
C 2.817 1.852 0.644 -0.24
H -1.221 3.710 -0.314 0.20
H -1.732 2.672 1.178 0.20
H -0.583 1.706 -1.440 0.22
H -2.974 -1.056 0.812 0.21
H -4.815 0.169 -0.194 0.21
H -3.449 1.543 -0.757 0.21
H -0.179 1.084 1.936 0.23
H -1.031 -0.470 2.465 0.21
H -0.907 -2.726 1.353 0.20
H -1.454 -3.745 -0.856 0.20
H -1.132 -2.154 -1.650 0.19
H 3.609 -1.488 0.671 0.24
H 2.270 -1.188 1.660 0.23
H 2.331 -2.509 0.536 0.25
H 2.370 0.026 -2.860 0.26
H 1.856 -1.577 -2.794 0.24
H 0.583 -0.421 -2.618 0.24
H 3.059 1.143 1.416 0.16
H 2.158 2.549 1.221 0.18
H 3.749 2.311 0.266 0.19
```

Output
Total energy in eV: -22690.61331
Relative energy (zero: lowest compared OMol25 entry of this formula, charge and spin) in eV: 3.1198
SMILES: C=CC1(C=C)C[C@]1(C=C)[Si](C)(C)OC
Frontier orbital gap in eV: 9.353

Entry 6:
Molecular formula: C58H41N5O2Zn
Method: DFT, wB97M-V/def2-TZVPD

```
107
Properties=species:S:1:pos:R:3:lowdin_charge:R:1
Zn -0.542 0.381 0.110 0.71
C -0.304 6.156 -4.946 -0.09
C -1.362 5.283 -5.153 -0.08
C -1.595 4.240 -4.268 -0.04
C -0.764 4.034 -3.168 -0.19
C 0.286 4.932 -2.962 -0.05
C 0.517 5.979 -3.840 -0.08
C -0.956 2.912 -2.206 -0.07
C -1.001 1.593 -2.683 -0.23
C -1.066 1.202 -4.074 0.00
C -1.186 -0.145 -4.098 0.01
C -1.133 -0.595 -2.726 -0.22
C -1.184 -1.937 -2.333 -0.07
C -1.577 -2.946 -3.362 -0.20
C -0.731 -3.341 -4.392 -0.06
C -1.142 -4.280 -5.329 -0.08
C -2.414 -4.830 -5.255 -0.09
C -3.270 -4.438 -4.234 -0.08
C -2.852 -3.508 -3.295 -0.03
C -0.990 -2.409 -1.030 -0.22
N -0.788 -1.655 0.084 0.09
C -0.642 -2.512 1.131 -0.23
C -0.553 -2.147 2.480 -0.08
C -0.524 -3.232 3.505 -0.21
C 0.472 -3.271 4.481 -0.08
C 0.469 -4.246 5.467 -0.08
C -0.536 -5.202 5.501 -0.09
C -1.539 -5.169 4.544 -0.07
C -1.534 -4.193 3.558 -0.03
C -0.658 -0.826 2.952 -0.21
C -0.855 -0.472 4.342 0.00
C -1.098 0.856 4.380 0.00
C -1.052 1.328 3.017 -0.22
N -0.761 0.293 2.181 0.08
C -1.300 2.653 2.643 -0.06
C -1.251 3.142 1.334 -0.22
C -1.503 4.514 0.966 0.01
C -1.364 4.590 -0.377 0.00
C -1.053 3.257 -0.843 -0.23
N -0.991 2.405 0.217 0.08
C -1.689 3.608 3.722 -0.21
C -2.922 3.483 4.358 -0.04
C -3.302 4.377 5.349 -0.08
C -2.452 5.409 5.721 -0.09
C -1.224 5.546 5.089 -0.08
C -0.849 4.655 4.094 -0.04
C -0.692 -3.874 0.645 -0.04
C -0.934 -3.810 -0.683 0.00
N -1.012 0.479 -1.898 0.08
H -0.122 6.969 -5.636 0.10
H -2.013 5.416 -6.008 0.10
H -2.456 3.600 -4.414 0.12
H 0.926 4.800 -2.100 0.11
H 1.330 6.670 -3.655 0.10
H -1.036 1.868 -4.918 0.10
H -1.291 -0.782 -4.961 0.11
H 0.267 -2.922 -4.455 0.09
H -0.464 -4.585 -6.116 0.10
H -2.734 -5.559 -5.988 0.10
H -4.266 -4.859 -4.172 0.10
H -3.515 -3.208 -2.492 0.12
H 1.259 -2.526 4.465 0.12
H 1.250 -4.256 6.218 0.10
H -0.543 -5.960 6.275 0.10
H -2.338 -5.900 4.570 0.10
H -2.338 -4.154 2.834 0.12
H -0.846 -1.153 5.176 0.11
H -1.301 1.463 5.247 0.11
H -1.760 5.306 1.649 0.11
H -1.515 5.456 -0.999 0.11
H -3.589 2.681 4.065 0.12
H -4.267 4.270 5.827 0.10
H -2.746 6.104 6.497 0.10
H -0.555 6.350 5.371 0.10
H 0.109 4.764 3.601 0.12
H -0.564 -4.764 1.238 0.10
H -1.052 -4.628 -1.376 0.12
C 2.061 -4.028 1.914 -0.05
O 3.143 -4.001 0.972 -0.10
C 2.790 -3.442 -0.237 -0.23
C 2.170 -4.183 -1.222 0.00
C 1.902 -3.598 -2.452 -0.08
C 2.267 -2.282 -2.685 -0.06
C 2.889 -1.533 -1.697 0.01
C 3.138 -2.106 -0.459 -0.14
N 3.873 -1.492 0.576 0.14
C 4.323 -0.251 0.705 0.00
C 3.922 0.897 0.050 -0.14
C 4.884 1.955 -0.054 -0.05
C 4.666 3.022 -0.857 -0.09
C 3.442 3.089 -1.590 -0.06
C 2.447 2.180 -1.409 0.01
C 2.589 1.087 -0.486 -0.39
O 1.660 0.356 -0.099 -0.02
H 1.262 -4.689 1.573 0.08
H 1.648 -3.025 2.057 0.08
H 2.468 -4.403 2.850 0.10
H 1.911 -5.215 -1.022 0.13
H 1.417 -4.175 -3.229 0.10
H 2.080 -1.822 -3.647 0.11
H 3.216 -0.527 -1.916 0.11
H 4.195 -2.171 1.254 0.15
H 5.165 -0.167 1.389 0.14
H 5.828 1.845 0.470 0.11
H 5.410 3.799 -0.971 0.10
H 3.301 3.899 -2.296 0.10
H 1.510 2.249 -1.945 0.10
```

Output
Total energy in eV: -120776.68309
Frontier orbital gap in eV: 5.642

Q: Which formula does entry 1 have?
A: C32H27F2N4O3Zr